# 1
{
  "formula": "C5H13NO",
  "method": "ωB97M-V/def2-TZVPD",
  "symbols": ["C", "C", "C", "C", "N", "C", "O", "H", "H", "H", "H", "H", "H", "H", "H", "H", "H", "H", "H", "H"],
  "xyz": [[-1.46, 0.17, 2.33], [-0.24, 1.09, 1.98], [0.64, 0.53, 0.85], [-0.09, 0.00, -0.38], [0.89, -0.24, -1.44], [0.38, -0.92, -2.59], [1.42, -1.41, -3.39], [-1.53, -0.72, 1.71], [-2.40, 0.67, 2.11], [-1.45, 0.01, 3.41], [-0.58, 2.07, 1.69], [0.35, 1.11, 2.88], [1.31, -0.25, 1.21], [1.32, 1.28, 0.48], [-0.59, -0.94, -0.15], [-0.83, 0.75, -0.72], [1.37, 0.61, -1.70], [-0.33, -1.67, -2.22], [-0.24, -0.30, -3.25], [2.07, -1.84, -2.80]],
  "orbital_gap_ev": 10.15,
  "lumo_energy_ev": 1.1,
  "smiles": "CCCCNCO",
  "energy_ha": -328.2761,
  "e_above_lowest_ev": 1.162
}



# 2
{
  "formula": "C5H13NO",
  "method": "ωB97M-V/def2-TZVPD",
  "symbols": ["C", "C", "C", "C", "C", "N", "H", "H", "H", "H", "H", "H", "H", "H", "H", "H", "H", "O", "H", "H"],
  "xyz": [[0.92, -1.32, -0.93], [1.18, -0.12, -0.44], [2.43, 0.12, 0.40], [0.30, 1.09, -0.59], [-0.41, 1.44, 0.72], [-1.48, 0.50, 1.11], [1.55, -2.18, -0.72], [0.10, -1.44, -1.62], [2.89, 1.09, 0.26], [3.17, -0.64, 0.12], [2.28, -0.08, 1.45], [-0.43, 1.02, -1.39], [0.92, 1.96, -0.82], [0.37, 1.50, 1.49], [-0.87, 2.43, 0.63], [-1.07, -0.30, 1.58], [-2.00, 0.94, 1.88], [-2.29, -1.66, -0.62], [-2.27, -0.84, -0.10], [-3.14, -1.68, -1.08]],
  "orbital_gap_ev": 10.06,
  "lumo_energy_ev": 0.9,
  "smiles": "C=C(C)CCN.O",
  "energy_ha": -328.2793,
  "e_above_lowest_ev": 1.076
}



# 3
{
  "formula": "C5H13NO",
  "method": "ωB97M-V/def2-TZVPD",
  "symbols": ["C", "C", "C", "C", "N", "C", "H", "H", "H", "H", "H", "H", "H", "H", "H", "H", "H", "O", "H", "H"],
  "xyz": [[0.64, 2.88, -0.28], [-0.32, 1.74, -0.52], [0.08, 0.52, -0.80], [-0.82, -0.67, -0.98], [-0.71, -1.62, 0.16], [0.56, -2.36, 0.07], [0.24, 3.87, -0.42], [1.51, 2.70, -0.91], [1.01, 2.82, 0.75], [-1.34, 1.87, -0.16], [1.13, 0.23, -0.89], [-0.52, -1.16, -1.92], [-1.85, -0.34, -1.06], [-1.48, -2.26, 0.04], [0.48, -3.28, 0.66], [1.36, -1.75, 0.48], [0.73, -2.68, -0.96], [-0.07, -0.37, 2.54], [-0.34, -0.70, 1.65], [-0.30, 0.56, 2.56]],
  "orbital_gap_ev": 10.52,
  "lumo_energy_ev": 1.0,
  "smiles": "C/C=C/CNC.O",
  "energy_ha": -328.2631,
  "e_above_lowest_ev": 1.517
}



# 4
{
  "formula": "C5H13NO",
  "method": "ωB97M-V/def2-TZVPD",
  "symbols": ["C", "N", "C", "C", "C", "C", "H", "H", "H", "H", "H", "H", "H", "H", "H", "H", "H", "O", "H", "H"],
  "xyz": [[0.20, -0.69, 1.52], [-0.86, -0.50, 0.59], [-1.37, 0.86, 0.75], [-1.50, 1.51, -0.67], [-1.07, 0.23, -1.54], [-0.08, -0.55, -0.63], [-0.07, -0.49, 2.68], [0.73, -1.63, 1.56], [1.04, -0.01, 1.29], [-0.67, 1.59, 1.34], [-2.36, 0.77, 1.16], [-2.45, 1.97, -0.93], [-0.80, 2.21, -0.83], [-2.02, -0.38, -1.72], [-0.47, 0.62, -2.42], [0.85, 0.04, -0.60], [0.11, -1.64, -0.97], [3.68, -1.31, -0.62], [2.86, -1.19, -0.13], [4.26, -1.43, 0.18]],
  "orbital_gap_ev": 10.09,
  "lumo_energy_ev": 0.8,
  "smiles": "CN1CCCC1.O",
  "energy_ha": -328.2242,
  "e_above_lowest_ev": 2.576
}



# 5
{
  "formula": "C5H13NO",
  "method": "ωB97M-V/def2-TZVPD",
  "symbols": ["C", "C", "C", "C", "N", "C", "O", "H", "H", "H", "H", "H", "H", "H", "H", "H", "H", "H", "H", "H"],
  "xyz": [[-1.03, 1.05, -0.82], [-0.10, 0.03, -0.16], [-0.70, -0.47, 1.24], [-2.01, -1.28, 1.13], [1.20, 0.47, 0.19], [2.38, 0.01, -0.54], [2.09, 0.37, -1.87], [-0.52, 1.33, -1.75], [-1.96, 0.63, -1.19], [-1.20, 1.92, -0.20], [-0.04, -0.86, -0.79], [-0.94, 0.42, 1.82], [0.03, -1.17, 1.64], [-1.79, -2.30, 0.86], [-2.35, -1.34, 2.16], [-2.76, -0.81, 0.50], [1.20, 1.46, 0.41], [2.54, -1.06, -0.42], [3.27, 0.49, -0.16], [2.70, 1.12, -2.08]],
  "orbital_gap_ev": [12.29, 8.12],
  "charge": 1,
  "spin_multiplicity": 2,
  "lumo_energy_ev": [-3.1, -7.7],
  "energy_ha": -327.9702,
  "e_above_lowest_ev": 1.227,
  "s2": 0.755
}



# 6
{
  "formula": "C5H13NO2",
  "method": "ωB97M-V/def2-TZVPD",
  "symbols": ["C", "C", "C", "C", "C", "N", "O", "H", "H", "H", "H", "H", "H", "H", "H", "H", "H", "H", "H", "H", "O"],
  "xyz": [[-0.03, 2.21, 0.42], [-1.16, 1.31, 0.94], [-0.96, -0.16, 0.61], [0.28, -0.78, 1.27], [0.66, -2.12, 0.68], [0.95, -2.11, -0.65], [0.75, -3.14, 1.35], [-0.09, 3.22, 0.84], [-0.16, 2.32, -0.65], [0.99, 1.87, 0.62], [-1.28, 1.40, 2.02], [-2.08, 1.67, 0.47], [-1.80, -0.79, 0.95], [-0.88, -0.29, -0.47], [1.12, -0.09, 1.14], [0.08, -1.02, 2.32], [1.21, -3.01, -1.03], [0.62, -1.43, -1.33], [1.11, 0.72, -2.73], [0.00, 0.29, -3.70], [0.65, -0.08, -3.07]],
  "orbital_gap_ev": [3.06, 10.21],
  "charge": -1,
  "spin_multiplicity": 2,
  "lumo_energy_ev": [3.7, 3.6],
  "energy_ha": -403.5419,
  "e_above_lowest_ev": 0.000,
  "s2": 0.750
}



# 7
{
  "formula": "C5H13NO2",
  "method": "ωB97M-V/def2-TZVPD",
  "symbols": ["C", "C", "N", "C", "C", "C", "O", "H", "H", "H", "H", "H", "H", "H", "H", "H", "H", "H", "O", "H", "H"],
  "xyz": [[-1.18, 0.56, 2.40], [-1.71, 0.21, 1.01], [-0.66, -0.22, 0.07], [-0.13, 0.70, -0.87], [0.07, 0.12, -2.28], [1.13, -0.95, -2.35], [2.07, -0.97, -1.59], [-1.05, 1.64, 2.42], [-1.97, 0.42, 3.15], [-0.36, -0.04, 2.78], [-2.21, 1.06, 0.54], [-2.44, -0.60, 1.01], [-0.04, -0.88, 0.50], [0.88, 1.07, -0.63], [-0.75, 1.59, -0.93], [-0.82, -0.39, -2.68], [0.38, 0.93, -2.95], [0.89, -1.69, -3.13], [2.95, -0.65, 1.31], [2.86, -1.12, 0.45], [2.10, -0.78, 1.78]],
  "orbital_gap_ev": 9.44,
  "lumo_energy_ev": 0.9,
  "smiles": "CCNCCC=O.O",
  "energy_ha": -403.5036,
  "e_above_lowest_ev": 1.986
}



# 8
{
  "formula": "C5H13NO2",
  "method": "ωB97M-V/def2-TZVPD",
  "symbols": ["C", "C", "C", "N", "C", "C", "O", "H", "H", "H", "H", "H", "H", "H", "H", "H", "H", "H", "O", "H", "H"],
  "xyz": [[1.72, -2.61, 0.70], [0.72, -1.70, -0.08], [0.23, -0.96, 1.14], [-0.36, 0.39, 0.65], [-1.11, 0.58, -0.54], [-1.51, -0.57, -1.42], [-1.51, 1.69, -0.81], [1.28, -2.92, 1.63], [1.93, -3.46, 0.07], [2.69, -2.10, 0.90], [0.99, -1.09, -0.93], [-0.09, -2.43, -0.55], [-0.50, -1.42, 1.81], [1.18, -0.68, 1.76], [0.05, 1.16, 1.10], [-0.98, -0.58, -2.43], [-2.58, -0.48, -1.78], [-1.47, -1.59, -0.94], [1.22, 3.08, 0.37], [1.55, 3.58, -0.46], [0.44, 2.72, 0.04]],
  "orbital_gap_ev": 10.25,
  "lumo_energy_ev": 0.8,
  "smiles": "CCCNC(C)=O.O",
  "energy_ha": -403.4978,
  "e_above_lowest_ev": 2.145
}



# 9
{
  "formula": "C5H13NO2",
  "method": "ωB97M-V/def2-TZVPD",
  "symbols": ["O", "C", "C", "C", "C", "C", "N", "H", "H", "H", "H", "H", "H", "H", "H", "H", "H", "H", "O", "H", "H"],
  "xyz": [[0.24, 1.55, -2.48], [0.46, 0.66, -1.39], [-0.44, 1.07, -0.19], [0.43, 1.18, 1.12], [0.47, -0.26, 1.81], [-0.85, -0.85, 1.30], [-1.27, -0.09, 0.17], [0.39, 2.53, -2.31], [1.51, 0.53, -1.17], [-0.04, -0.31, -1.76], [-1.16, 1.89, -0.30], [-0.08, 1.76, 1.90], [1.52, 1.39, 0.94], [1.44, -0.86, 1.53], [0.51, -0.01, 2.89], [-0.46, -1.90, 0.99], [-1.60, -0.93, 2.02], [-2.26, 0.13, 0.23], [0.73, -2.61, -1.85], [0.06, -3.20, -1.63], [0.42, -1.67, -1.85]],
  "orbital_gap_ev": 9.51,
  "lumo_energy_ev": 0.8,
  "smiles": "OC[C@@H]1CCCN1.O",
  "energy_ha": -403.4678,
  "e_above_lowest_ev": 2.962
}



# 10
{
  "formula": "C5H13NO2",
  "method": "ωB97M-V/def2-TZVPD",
  "symbols": ["C", "C", "N", "C", "O", "C", "C", "H", "H", "H", "H", "H", "H", "H", "H", "H", "H", "H", "O", "H", "H"],
  "xyz": [[0.78, 1.43, 0.92], [1.30, 0.86, -0.46], [0.33, -0.15, -0.86], [0.54, -1.40, -0.23], [-0.46, -1.96, 0.19], [-0.89, 0.10, -1.58], [-2.22, 0.25, -0.83], [-0.20, 1.84, 0.67], [0.70, 0.59, 1.59], [1.32, 2.26, 1.34], [2.31, 0.42, -0.38], [1.47, 1.66, -1.20], [1.54, -1.79, -0.35], [-0.88, -0.63, -2.37], [-0.73, 1.04, -2.15], [-2.06, 0.64, 0.20], [-2.69, -0.73, -0.67], [-2.93, 0.91, -1.37], [0.96, -1.53, 2.79], [1.66, -2.12, 2.50], [0.16, -1.68, 2.26]],
  "orbital_gap_ev": 9.83,
  "lumo_energy_ev": 0.8,
  "smiles": "CCN(C=O)CC.O",
  "energy_ha": -403.5136,
  "e_above_lowest_ev": 1.715
}